{"formula": "C23H44CoNP3Se", "method": "the ωB97M-V functional and the def2-TZVPD basis", "mol_weight_da": 565.43, "fmax_ev_per_a": 4.41, "e_above_lowest_kcal_mol": 28.6, "charge": 3, "homo_lumo_gap_ha": [0.2815, 0.1919], "s2": 6.068, "multiplicity": 5, "elements": ["Co", "P", "P", "P", "H", "C", "C", "H", "C", "C", "C", "C", "C", "C", "C", "C", "C", "H", "H", "H", "H", "H", "H", "H", "H", "H", "H", "H", "H", "H", "H", "H", "H", "H", "H", "H", "H", "H", "H", "H", "H", "H", "H", "H", "H", "H", "C", "C", "C", "C", "C", "C", "Se", "H", "H", "H", "H", "H", "H", "N", "C", "C", "C", "C", "C", "C", "H", "H", "H", "H", "H", "H", "H"], "positions_angstrom": [[-0.01, 0.14, -0.91], [0.25, 1.66, 0.54], [-2.03, -0.27, -0.90], [1.82, -0.75, -1.11], [-1.66, -3.31, -5.26], [-1.02, -3.93, -4.62], [-0.62, -3.55, -3.38], [-0.94, -2.61, -2.91], [0.32, 3.42, -0.05], [-1.02, 1.82, 1.86], [1.73, 1.73, 1.64], [-2.95, -1.23, -2.17], [-2.70, -1.04, 0.63], [-2.95, 1.33, -1.03], [2.29, -2.04, -2.33], [2.47, -1.49, 0.44], [3.08, 0.53, -1.55], [-0.74, -4.91, -5.05], [0.06, -4.19, -2.81], [0.45, 4.11, 0.79], [-0.60, 3.66, -0.59], [1.16, 3.52, -0.75], [-0.83, 2.75, 2.42], [-0.96, 0.97, 2.54], [-2.03, 1.86, 1.45], [1.77, 2.73, 2.10], [2.66, 1.54, 1.10], [1.64, 0.99, 2.44], [-4.03, -1.09, -1.99], [-2.70, -2.30, -2.08], [-2.70, -0.88, -3.18], [-3.69, -0.64, 0.84], [-2.05, -0.85, 1.49], [-2.77, -2.12, 0.48], [-4.01, 1.08, -1.15], [-2.60, 1.89, -1.91], [-2.81, 1.95, -0.14], [3.35, -2.30, -2.18], [2.13, -1.68, -3.36], [1.66, -2.93, -2.18], [3.55, -1.33, 0.48], [2.25, -2.56, 0.44], [2.01, -1.05, 1.34], [4.01, 0.02, -1.83], [3.27, 1.21, -0.70], [2.71, 1.12, -2.40], [0.28, 1.79, -4.86], [-0.03, 0.41, -4.87], [0.40, -0.39, -5.93], [1.04, 0.20, -7.02], [1.21, 1.59, -7.08], [0.81, 2.40, -6.02], [0.05, 2.82, -3.29], [0.04, 1.62, -2.23], [-0.57, 0.00, -4.02], [0.25, -1.47, -5.91], [1.42, -0.40, -7.85], [1.65, 2.03, -7.97], [0.95, 3.48, -6.03], [-0.66, -2.82, 2.47], [-0.58, -2.09, 3.62], [0.66, -1.68, 4.15], [0.71, -0.72, 5.17], [-0.49, -0.23, 5.72], [-1.73, -0.76, 5.31], [-1.76, -1.73, 4.31], [0.15, -3.01, 1.90], [-1.53, -3.23, 2.18], [1.56, -2.17, 3.77], [1.68, -0.41, 5.58], [-0.46, 0.52, 6.52], [-2.65, -0.46, 5.82], [-2.69, -2.23, 4.03]]}